The following is a quantum chemistry calculation of C3H5INO3S2 as an isolated structure, from OMol25.

## Properties
Energy   -1491.80666 Ha
Relative energy (zero: lowest compared OMol25 entry of this formula, charge and spin)   0.000 eV
HOMO   -0.1170 Eh
HOMO-LUMO gap   5.030 eV
Charge   -1

Element x y z (Å)
C: 1.32 -0.67 0.05
C: 1.16 0.63 -0.72
O: 0.58 1.73 0.06
S: -0.99 1.84 0.18
O: -1.59 1.67 -1.12
O: -1.29 0.41 1.03
N: -2.59 -0.08 0.73
C: -2.59 -1.00 -0.08
S: -2.55 -1.97 -1.29
H: 2.03 -1.29 -0.51
H: 0.39 -1.22 0.11
H: 1.74 -0.47 1.09
H: 2.17 0.97 -0.94
H: 0.66 0.52 -1.68
I: 1.54 -1.08 3.09

Results of the Mulliken charge analysis, in e, for atoms 1 through 6: atom 1 (C): -0.71, atom 2 (C): -0.31, atom 3 (O): -0.23, atom 4 (S): 0.63, atom 5 (O): -0.53, atom 6 (O): 0.01

The following is a quantum chemistry calculation of C30H40BN11O5ReS3 as an isolated structure, from OMol25.

## Properties
<S²>   2.012
Energy   -3442.61731 Ha
Relative energy (zero: lowest compared OMol25 entry of this formula, charge and spin)   0.000 eV
HOMO (alpha / beta)   -0.5721 / -0.5741 Eh
2S+1   3
HOMO-LUMO gap (alpha / beta)   8.085 / 7.701 eV
Charge   +3

Element x y z (Å)
Re: 0.03 -0.06 0.50
C: 1.16 -2.87 -2.55
C: 1.29 -2.31 -1.29
N: 0.48 -1.27 -1.13
N: -0.24 -1.16 -2.28
C: 0.16 -2.11 -3.14
B: -1.62 -0.43 -2.28
N: -1.41 1.06 -1.98
C: -1.97 2.15 -2.50
C: -1.63 3.24 -1.72
C: -0.85 2.72 -0.70
N: -0.72 1.39 -0.85
N: -2.40 -1.03 -1.05
C: -3.60 -1.63 -0.94
C: -3.72 -2.17 0.33
C: -2.54 -1.84 0.97
N: -1.77 -1.11 0.16
N: -2.24 -0.60 -3.63
C: -2.94 -1.65 -4.16
C: -2.93 -1.53 -5.52
C: -2.17 -0.37 -5.76
N: -1.74 0.18 -4.64
H: 1.70 -3.70 -2.97
H: 2.41 -3.55 -0.38
H: -0.30 -2.21 -4.11
H: -2.56 2.08 -3.39
H: -1.92 4.27 -1.85
H: -0.41 3.25 0.13
H: -4.28 -1.64 -1.77
H: -4.55 -2.74 0.72
H: -2.20 -2.07 1.96
H: -3.35 -2.43 -3.54
H: -3.41 -2.17 -6.24
H: -1.93 0.08 -6.70
C: 1.16 3.64 4.29
N: 1.83 2.36 4.15
C: 2.72 1.85 5.20
C: 3.19 0.49 4.64
N: 2.54 0.47 3.32
C: 1.76 1.52 3.13
S: 0.80 1.84 1.70
H: 1.90 4.43 4.38
H: 0.55 3.63 5.20
H: 0.52 3.83 3.43
H: 2.16 1.75 6.13
H: 3.53 2.55 5.37
H: 2.86 -0.35 5.25
H: 4.27 0.44 4.53
H: 2.54 -0.32 2.71
C: 0.10 4.73 -5.45
C: 1.00 3.71 -4.82
C: 0.68 2.35 -4.88
C: 1.50 1.40 -4.32
C: 2.66 1.85 -3.66
C: 3.00 3.20 -3.55
C: 2.15 4.12 -4.15
S: 3.70 0.62 -3.14
O: 3.16 0.03 -1.75
O: 3.74 -0.49 -4.02
N: 5.06 1.28 -2.64
C: 5.85 0.46 -1.68
C: 5.13 0.43 -0.34
C: 3.66 0.14 -0.46
O: 2.11 -2.64 -0.27
O: 2.91 -0.10 0.43
H: -0.59 4.27 -6.15
H: 0.68 5.48 -5.98
H: -0.48 5.25 -4.69
H: -0.20 2.03 -5.41
H: 1.26 0.35 -4.42
H: 3.89 3.52 -3.04
H: 2.40 5.17 -4.11
H: 5.61 1.66 -3.41
H: 6.82 0.93 -1.58
H: 6.00 -0.54 -2.08
H: 5.22 1.37 0.20
H: 5.57 -0.35 0.29
O: -0.10 -1.17 2.39
S: -0.37 -0.50 3.76
C: -0.46 -1.92 4.89
C: -1.79 -1.82 5.62
C: -2.81 -1.33 4.59
C: -2.14 -0.14 3.89
H: 0.41 -1.90 5.54
H: -0.40 -2.79 4.22
H: -1.72 -1.11 6.45
H: -2.06 -2.78 6.04
H: -3.74 -1.02 5.05
H: -3.04 -2.12 3.88
H: -2.19 0.76 4.49
H: -2.51 0.09 2.89

Results of the Mulliken charge analysis, in e, for atoms 1 through 6: atom 1 (Re): 2.18, atom 2 (C): -1.45, atom 3 (C): -0.04, atom 4 (N): -0.35, atom 5 (N): 1.13, atom 6 (C): -0.27

The following is a quantum chemistry calculation of C3H4N2O in the gas phase, from OMol25.

## Properties
Energy   -301.42899 Ha
Relative energy (zero: lowest compared OMol25 entry of this formula, charge and spin)   1.585 eV
HOMO   -0.3277 Eh
HOMO-LUMO gap   9.949 eV
Charge   0
SMILES string   Oc1cc[nH]n1

Element x y z (Å)
O: -1.03 2.04 0.01
C: -0.41 0.83 0.02
N: 0.26 0.47 1.09
N: 0.67 -0.80 0.84
C: 0.22 -1.23 -0.36
C: -0.41 -0.19 -0.99
H: -0.87 2.45 0.87
H: 1.43 -1.20 1.36
H: 0.37 -2.20 -0.81
H: -0.23 -0.17 -2.04

Results of the Mulliken charge analysis, in e, for atoms 1 through 6: atom 1 (O): -0.51, atom 2 (C): 0.59, atom 3 (N): -0.78, atom 4 (N): 0.18, atom 5 (C): -0.29, atom 6 (C): -0.50

The following is a quantum chemistry calculation of C42H46NO8PSTeTl as an isolated structure, from OMol25.

## Properties
Energy   -3464.57146 Ha
HOMO (alpha / beta)   -0.3933 / -0.3933 Eh
HOMO-LUMO gap (alpha / beta)   5.558 / 5.756 eV
Charge   +1

Element x y z (Å)
Tl: 0.03 0.12 -0.65
C: -2.07 4.71 5.39
C: -1.73 3.50 4.57
C: -2.52 2.34 4.64
C: -2.22 1.23 3.90
C: -3.14 0.03 4.00
O: -4.31 0.20 3.76
C: -2.59 -1.30 4.39
C: -3.38 -2.43 4.20
C: -2.92 -3.67 4.59
C: -1.67 -3.79 5.19
C: -0.89 -2.66 5.41
C: -1.35 -1.42 5.00
C: -1.10 1.24 2.98
O: -0.78 0.23 2.32
C: -0.37 2.49 2.84
C: -0.65 3.55 3.65
C: 0.69 2.58 1.78
N: 1.82 2.00 1.91
C: 2.23 1.17 3.04
C: 3.68 1.58 3.33
Te: 4.34 2.41 1.48
C: 4.98 0.64 0.58
C: 5.76 -0.26 1.30
C: 6.26 -1.38 0.66
C: 5.99 -1.58 -0.69
C: 5.22 -0.67 -1.40
C: 4.70 0.45 -0.77
C: 0.38 3.35 0.54
C: 1.21 3.25 -0.58
C: 0.94 3.96 -1.73
C: -0.18 4.78 -1.79
C: -1.04 4.87 -0.70
C: -0.76 4.14 0.46
H: -2.81 4.48 6.15
H: -2.48 5.50 4.74
H: -1.18 5.12 5.87
H: -3.38 2.31 5.30
H: -4.36 -2.31 3.74
H: -3.53 -4.55 4.43
H: -1.31 -4.76 5.51
H: 0.07 -2.76 5.90
H: -0.74 -0.54 5.17
H: -0.07 4.47 3.56
H: 2.18 0.13 2.72
H: 1.59 1.29 3.92
H: 4.32 0.76 3.63
H: 3.75 2.38 4.07
H: 6.01 -0.08 2.35
H: 6.87 -2.08 1.21
H: 6.38 -2.46 -1.19
H: 5.01 -0.82 -2.45
H: 4.08 1.14 -1.33
H: 2.05 2.56 -0.57
H: 1.58 3.86 -2.60
H: -0.41 5.33 -2.69
H: -1.92 5.48 -0.75
H: -1.45 4.20 1.29
C: 3.79 -3.90 2.64
C: 2.33 -3.90 3.05
O: 1.45 -3.88 1.91
P: 1.30 -2.49 1.09
O: -0.17 -2.76 0.45
C: -1.27 -2.99 1.36
C: -2.56 -2.79 0.59
O: 2.19 -2.72 -0.22
C: 2.03 -3.88 -1.08
C: 3.04 -3.79 -2.19
H: 4.43 -3.89 3.52
H: 4.02 -3.03 2.02
H: 4.02 -4.79 2.05
H: 2.11 -3.05 3.69
H: 2.08 -4.81 3.59
H: -1.20 -2.29 2.20
H: -1.20 -4.00 1.74
H: -2.64 -1.76 0.23
H: -3.41 -2.99 1.25
H: -2.61 -3.46 -0.26
H: 1.01 -3.87 -1.47
H: 2.17 -4.77 -0.48
H: 2.97 -2.81 -2.68
H: 2.85 -4.57 -2.93
H: 4.05 -3.92 -1.80
C: -2.66 -4.98 -3.98
C: -1.79 -3.75 -3.89
C: -0.42 -3.81 -4.19
C: 0.38 -2.69 -4.13
C: -0.17 -1.47 -3.73
C: -1.53 -1.38 -3.45
C: -2.32 -2.52 -3.53
S: 0.88 -0.05 -3.59
O: 1.58 0.12 -4.84
O: -0.02 1.04 -3.18
O: 1.78 -0.37 -2.45
H: -2.09 -5.88 -3.72
H: -3.04 -5.11 -4.99
H: -3.52 -4.91 -3.31
H: 0.01 -4.76 -4.49
H: 1.43 -2.74 -4.41
H: -1.96 -0.42 -3.19
H: -3.39 -2.45 -3.32

Results of the Mulliken charge analysis, in e, for atoms 1 through 6: atom 1 (Tl): 1.27, atom 2 (C): -1.60, atom 3 (C): 0.45, atom 4 (C): -0.47, atom 5 (C): 0.71, atom 6 (C): -0.53